(one)
Computed, not measured: C2H2N5 as an isolated structure, with ωB97M-V with the def2-TZVPD basis set.

Calculated values
LUMO in Ha: -0.249
HOMO-LUMO gap in eV: 8.822
Net charge: +1
Highest occupied orbital energy in eV: -15.59

Geometry as XYZ:
```
9
C2H2N5 ωB97M-V with the def2-TZVPD basis set
N 1.21 0.83 0.53
H 2.06 -0.55 1.49
N -1.77 -0.58 -0.84
C -0.71 -0.04 -0.37
N -2.59 -1.11 -1.33
N 0.44 -1.28 0.43
H 0.00 2.11 -0.58
C 0.10 1.05 -0.21
N 1.25 -0.42 0.87
```

These are the natural (NBO) partial charges, in e, on atoms 1 to 6: -0.227 0.472 0.093 0.045 0.341 -0.003

***

(two)
Computed, not measured: C2H2N5 as an isolated structure, with ωB97M-V with the def2-TZVPD basis set.

Calculated values
LUMO in Ha: -0.227
HOMO-LUMO gap in eV: 8.892
Net charge: +1
Highest occupied orbital energy in eV: -15.07

Geometry as XYZ:
```
9
C2H2N5 ωB97M-V with the def2-TZVPD basis set
N 0.58 0.96 0.34
H 3.14 -0.25 -1.78
C 1.46 0.47 -0.44
N -1.68 -0.97 0.18
N -1.43 -1.72 -0.60
N -0.34 1.16 0.97
N -1.66 -0.07 0.99
C 2.36 0.10 -1.16
H -2.44 0.31 1.50
```

These are the natural (NBO) partial charges, in e, on atoms 1 to 6: 0.009 0.280 0.003 0.250 0.110 0.282

***

Top of the stability list: (one), leading by 38.1 kcal/mol.

***

(one)
Computed, not measured: an isolated ion of composition CH5N2O and charge +1, with ωB97M-V with the def2-TZVPD basis set.

Calculated values
SMILES: [NH3+][C@@H]1NO1
LUMO in Ha: -0.164
HOMO-LUMO gap in eV: 10.387
Net charge: +1
Highest occupied orbital energy in eV: -14.84

Geometry as XYZ:
```
9
CH5N2O ωB97M-V with the def2-TZVPD basis set
H -1.36 1.71 -0.05
N -1.65 0.75 -0.13
H 0.82 -1.28 0.00
C -0.93 -0.36 -0.18
N 0.57 -0.24 0.11
H 0.95 0.37 -0.71
O -1.72 0.00 1.10
H 0.84 0.01 1.02
H -1.23 -1.31 -0.78
```

These are the natural (NBO) partial charges, in e, on atoms 1 to 6: 0.398 -0.343 0.467 0.313 -0.728 0.474

***

(two)
Computed, not measured: a 2-piece molecular cluster, CH5N2O overall, with ωB97M-V with the def2-TZVPD basis set.

Calculated values
LUMO (spin up / spin down) in Ha: -0.242 / -0.313
HOMO-LUMO gap (spin up / spin down) in eV: 8.864 / 4.993
Net charge: +1
Highest occupied orbital energy (spin up / spin down) in eV: -15.44 / -13.51

Geometry as XYZ:
```
9
CH5N2O ωB97M-V with the def2-TZVPD basis set
H -2.49 -0.25 1.06
H -2.37 -1.26 -0.50
H -2.19 0.60 -0.58
O 0.48 -0.77 0.02
N 1.67 -0.57 0.00
C -2.35 -0.30 -0.01
N 2.24 0.55 0.01
H 3.26 0.56 -0.02
H 1.74 1.44 0.03
```

These are the natural (NBO) partial charges, in e, on atoms 1 to 6: 0.203 0.206 0.199 -0.262 0.335 -0.035

***

Top of the stability list: (one), leading by 41.4 kcal/mol.

***

(one)
Computed, not measured: one molecule with the formula C3H4N2S, with ωB97M-V with the def2-TZVPD basis set.

Calculated values
SMILES: Sn1cccn1
LUMO in Ha: 0.013
HOMO-LUMO gap in eV: 8.983
Highest occupied orbital energy in eV: -8.62

Geometry as XYZ:
```
10
C3H4N2S ωB97M-V with the def2-TZVPD basis set
H 0.08 -1.29 -1.63
C 0.13 -0.05 1.42
C 0.34 -1.29 0.59
H -1.22 2.70 -1.09
H 0.68 -2.31 0.54
H -0.13 -0.27 2.56
N -0.08 1.01 0.62
C 0.17 -0.85 -0.73
N 0.07 0.59 -0.59
S -0.05 1.76 -1.69
```

These are the natural (NBO) partial charges, in e, on atoms 1 to 6: 0.214 -0.061 -0.334 0.149 0.245 0.234

***

(two)
Computed, not measured: one molecule with the formula C3H4N2S, with ωB97M-V with the def2-TZVPD basis set.

Calculated values
SMILES: S=c1[nH]cc[nH]1
LUMO in Ha: 0.026
HOMO-LUMO gap in eV: 8.202
Highest occupied orbital energy in eV: -7.49

Geometry as XYZ:
```
10
C3H4N2S ωB97M-V with the def2-TZVPD basis set
H 1.27 -1.52 -1.17
H -0.06 1.36 1.64
C -1.01 0.49 0.03
C 1.13 -0.06 0.50
N -0.56 -0.52 -0.81
H 2.05 0.01 1.09
N 0.09 0.68 0.89
C 0.72 -0.83 -0.56
S -2.56 1.24 0.04
H -1.07 -0.86 -1.64
```

These are the natural (NBO) partial charges, in e, on atoms 1 to 6: 0.229 0.445 0.239 -0.086 -0.536 0.232

***

Top of the stability list: (two), leading by 82.5 kcal/mol.

***

(one)
Computed, not measured: a 2-piece molecular cluster, C3H4N2S overall, with ωB97M-V with the def2-TZVPD basis set.

Calculated values
SMILES: [S-][N+]1=CC1.C#N
LUMO (spin up / spin down) in Ha: -0.002 / -0.002
HOMO-LUMO gap (spin up / spin down) in eV: 8.194 / 8.197
Highest occupied orbital energy (spin up / spin down) in eV: -8.25 / -8.26

Geometry as XYZ:
```
10
C3H4N2S ωB97M-V with the def2-TZVPD basis set
H -0.77 1.56 -1.43
H -0.12 2.77 0.01
C -0.25 1.68 -0.34
C -0.05 -2.78 -0.08
H -1.01 0.50 1.54
N -0.91 -2.20 0.39
S 2.27 0.35 -0.03
H 0.58 -3.24 -0.88
N 0.74 0.77 0.20
C -0.47 0.60 0.62
```

These are the natural (NBO) partial charges, in e, on atoms 1 to 6: 0.191 0.187 -0.256 0.088 0.233 -0.342

***

(two)
Computed, not measured: C3H4N2S as an isolated structure, with ωB97M-V with the def2-TZVPD basis set.

Calculated values
LUMO in Ha: -0.026
HOMO-LUMO gap in eV: 8.812
Highest occupied orbital energy in eV: -9.53

Geometry as XYZ:
```
10
C3H4N2S ωB97M-V with the def2-TZVPD basis set
N 1.31 -1.13 -0.23
H 0.79 2.18 -0.42
C 0.14 -0.91 0.35
H -1.51 -0.75 -1.43
C -0.34 0.51 0.55
H -0.50 0.70 1.57
N 1.73 0.19 -0.67
C 0.83 1.06 -0.09
S -1.98 -0.06 -0.37
H -0.49 -1.79 0.73
```

These are the natural (NBO) partial charges, in e, on atoms 1 to 6: -0.286 0.212 0.052 0.156 -0.442 0.280

***

(three)
Computed, not measured: one molecule with the formula C3H4N2S, with ωB97M-V with the def2-TZVPD basis set.

Calculated values
SMILES: Sc1cc[nH]n1
LUMO in Ha: 0.019
HOMO-LUMO gap in eV: 9.051
Highest occupied orbital energy in eV: -8.53

Geometry as XYZ:
```
10
C3H4N2S ωB97M-V with the def2-TZVPD basis set
N 0.28 1.82 -0.30
S -0.79 -1.64 0.77
C 0.90 1.15 -1.22
H 0.55 2.70 0.39
H 1.57 -0.88 -1.58
C -0.09 -0.28 0.04
H -0.63 -0.68 2.11
N -0.27 0.95 0.56
C 0.80 -0.21 -1.01
H 1.42 1.65 -1.94
```

These are the natural (NBO) partial charges, in e, on atoms 1 to 6: -0.346 0.039 -0.027 0.445 0.250 -0.081

***

(four)
Computed, not measured: one molecule with the formula C3H4N2S, with ωB97M-V with the def2-TZVPD basis set.

Calculated values
SMILES: Sc1cc[nH]n1
LUMO in Ha: 0.030
HOMO-LUMO gap in eV: 9.537
Highest occupied orbital energy in eV: -8.72

Geometry as XYZ:
```
10
C3H4N2S ωB97M-V with the def2-TZVPD basis set
N 1.74 -0.72 -0.05
C 1.98 0.56 0.05
H 0.47 2.31 -0.06
C -0.27 0.06 -0.05
H -1.89 -1.25 0.75
N 0.36 -1.08 -0.03
H 2.95 0.98 0.19
H 2.46 -1.50 -0.05
C 0.70 1.18 0.03
S -2.07 0.08 -0.03
```

These are the natural (NBO) partial charges, in e, on atoms 1 to 6: -0.362 -0.020 0.239 0.015 0.189 -0.314

***

Top of the stability list: (four), leading by 31.0 kcal/mol.

***

(one)
Computed, not measured: a 2-piece molecular cluster, C9H21N2O overall, with ωB97M-V with the def2-TZVPD basis set.

Calculated values
LUMO (spin up / spin down) in Ha: -0.203 / -0.193
HOMO-LUMO gap (spin up / spin down) in eV: 6.501 / 6.671
Net charge: +1
Highest occupied orbital energy (spin up / spin down) in eV: -12.03 / -11.93

Geometry as XYZ:
```
33
C9H21N2O ωB97M-V with the def2-TZVPD basis set
H 0.21 2.90 -2.63
N -0.04 1.01 -1.51
H 2.45 -0.53 0.18
C 1.10 -1.36 2.91
H 1.55 2.46 -1.62
H -2.27 1.14 2.51
C -1.37 0.71 -2.06
H -0.67 1.57 1.63
C 0.92 -1.28 -1.90
C -1.65 -1.66 1.64
C 0.27 -0.35 2.51
H -1.96 -1.76 2.72
C 0.55 -0.07 -0.90
H -2.38 0.89 0.77
H -2.55 -1.38 1.10
N -0.88 -0.43 1.70
H 0.45 0.65 2.76
O -0.21 -0.81 -0.13
H -1.99 1.56 -1.65
H 1.84 1.08 0.54
C 1.89 0.31 -0.25
H 1.92 -1.13 3.60
C 0.72 1.98 -2.26
H 1.53 -0.68 -2.64
H 1.17 1.58 -3.18
H -1.31 -2.57 1.35
H -0.02 -1.80 -2.02
C -1.60 0.91 1.66
H -1.25 0.74 -3.17
H 1.67 -1.95 -1.48
H 0.84 -2.21 2.39
H -1.67 -0.29 -1.60
H 2.73 0.75 -0.95
```

These are the natural (NBO) partial charges, in e, on atoms 1 to 6: 0.240 -0.432 0.236 -0.297 0.221 0.245

***

(two)
Computed, not measured: a 2-piece molecular cluster, C9H21N2O overall, with ωB97M-V with the def2-TZVPD basis set.

Calculated values
LUMO in Ha: -0.120
HOMO-LUMO gap in eV: 9.869
Net charge: +1
Highest occupied orbital energy in eV: -13.14

Geometry as XYZ:
```
33
C9H21N2O ωB97M-V with the def2-TZVPD basis set
H 4.01 -0.55 1.03
H -4.25 1.11 -1.20
H 0.94 2.46 -0.59
C 2.44 0.69 -0.10
H 3.20 -0.25 -1.83
C 3.43 0.45 1.09
N -0.49 -1.57 -0.32
C 0.28 -0.57 -0.56
C -2.72 1.01 1.32
C 3.15 0.73 -1.47
H 2.44 1.24 -2.08
H -5.11 1.19 0.37
H 1.02 1.99 1.03
C -4.34 0.59 -0.24
H -2.18 -2.41 -0.32
H -1.81 0.75 1.81
H -3.29 1.66 2.02
H -0.94 -2.69 1.40
H -1.71 -2.30 -2.02
C -0.11 -2.63 0.63
H 4.35 1.11 1.13
C -1.77 -1.77 -0.99
H 2.36 2.83 0.32
H 0.02 0.22 -1.23
H 2.98 0.56 2.12
H 4.23 1.10 -1.55
C 1.57 1.98 0.13
N -3.07 0.39 0.27
H 0.82 -2.19 1.00
H -2.30 -0.86 -1.01
H -4.78 -0.32 -0.33
O 1.55 -0.44 -0.03
H 0.08 -3.53 0.18
```

These are the natural (NBO) partial charges, in e, on atoms 1 to 6: 0.241 0.217 0.232 0.272 0.224 -0.655

***

Top of the stability list: (two), leading by 80.7 kcal/mol.

***

(one)
Computed, not measured: a 2-piece molecular cluster, C5H15N2O overall, with ωB97M-V with the def2-TZVPD basis set.

Calculated values
LUMO in Ha: -0.110
HOMO-LUMO gap in eV: 11.669
Net charge: +1
Highest occupied orbital energy in eV: -14.67

Geometry as XYZ:
```
23
C5H15N2O ωB97M-V with the def2-TZVPD basis set
C -0.26 -0.98 1.60
H -1.24 1.88 -0.40
H 3.35 -0.54 2.44
H 1.53 -0.26 -0.55
H -0.82 -0.73 2.49
H 0.50 -2.63 2.47
H 2.51 0.64 2.30
N 0.27 -2.19 1.59
H -0.61 2.72 -1.75
H 0.27 -1.38 -1.03
H -2.14 1.48 -3.30
H 0.96 1.11 -2.13
O 2.52 -0.28 2.01
H -0.60 0.76 0.68
H -2.96 2.40 -2.03
C 0.05 0.65 -1.78
H 0.97 -2.40 0.90
H -0.40 0.10 -2.61
C -2.31 1.55 -2.23
C -1.00 1.75 -1.47
H -2.81 0.63 -1.92
N -0.18 -0.15 0.61
C 0.46 -0.38 -0.68
```

These are the natural (NBO) partial charges, in e, on atoms 1 to 6: 0.416 0.164 0.488 0.234 0.230 0.430

***

(two)
Computed, not measured: a 2-piece molecular cluster, C5H15N2O overall, with ωB97M-V with the def2-TZVPD basis set.

Calculated values
LUMO in Ha: -0.113
HOMO-LUMO gap in eV: 8.129
Net charge: +1
Highest occupied orbital energy in eV: -11.19

Geometry as XYZ:
```
23
C5H15N2O ωB97M-V with the def2-TZVPD basis set
H -0.34 -1.26 3.08
H -1.03 2.14 1.10
O 1.76 -2.40 -0.04
H 0.10 0.22 3.40
H -0.80 -1.67 0.27
H 0.85 -1.49 1.00
H 0.20 1.47 -3.22
H -1.19 0.46 -3.62
H -1.88 0.30 -1.25
C -0.15 1.69 -0.72
H 1.90 -3.34 0.37
H 1.14 -0.58 2.33
H -1.61 0.18 1.30
C -1.01 0.97 -1.57
N -0.61 0.84 -2.86
C -0.23 1.46 0.74
H 0.37 2.53 -1.03
H 0.31 -0.72 -0.57
C 0.10 -0.44 2.64
C -0.52 0.13 1.28
N 0.02 -1.04 0.38
H 2.20 -2.22 -0.87
H 0.74 1.78 1.22
```

These are the natural (NBO) partial charges, in e, on atoms 1 to 6: 0.232 0.241 -0.999 0.241 0.434 0.496

***

(three)
Computed, not measured: a 2-piece molecular cluster, C5H15N2O overall, with ωB97M-V with the def2-TZVPD basis set.

Calculated values
LUMO in Ha: -0.255
HOMO-LUMO gap in eV: 5.240
Net charge: +1
Highest occupied orbital energy in eV: -12.17

Geometry as XYZ:
```
23
C5H15N2O ωB97M-V with the def2-TZVPD basis set
C 0.01 0.17 -0.67
N -3.57 2.59 -2.47
H 1.61 1.18 0.37
H 1.48 -1.46 2.83
H -1.12 1.48 0.69
H 2.23 -1.57 -0.87
H -0.02 1.02 -1.37
O -2.36 0.05 -0.07
H 3.13 -0.44 1.63
H 3.22 -0.14 -0.55
C 2.35 -0.73 -0.20
H -4.56 2.72 -2.41
H 2.02 -2.99 2.09
C -1.13 0.43 0.40
H -3.09 3.48 -2.48
N 2.80 -1.26 1.14
H -0.14 -0.80 -1.14
C 1.73 -1.96 1.90
H 0.83 -2.04 1.30
H -3.26 2.02 -1.70
H -2.68 -0.78 0.33
C 1.29 0.22 -0.03
H -0.86 -0.05 1.36
```

These are the natural (NBO) partial charges, in e, on atoms 1 to 6: -0.574 -1.082 0.217 0.216 0.198 0.246

***

(four)
Computed, not measured: a 2-piece molecular cluster, C5H15N2O overall, with ωB97M-V with the def2-TZVPD basis set.

Calculated values
LUMO in Ha: -0.261
HOMO-LUMO gap in eV: 5.660
Net charge: +1
Highest occupied orbital energy in eV: -12.78

Geometry as XYZ:
```
23
C5H15N2O ωB97M-V with the def2-TZVPD basis set
H -1.06 -1.41 0.73
H 2.14 -2.40 -1.44
H -1.20 -1.63 -1.01
H 1.72 -1.00 1.26
C 2.70 0.23 -0.29
C 1.08 -2.35 -1.17
H -1.04 0.95 -1.23
H 0.41 0.72 0.80
C 1.55 -0.48 0.31
C -1.18 0.52 -0.23
H -2.28 2.81 1.33
O -0.45 1.20 0.80
H 3.56 -0.38 -0.60
H 0.92 -3.11 -0.40
N 0.67 -1.05 -0.56
H -2.23 0.59 0.07
C -0.77 -0.99 -0.24
H 3.11 0.92 0.46
H 2.38 0.83 -1.14
N -3.28 2.61 1.35
H -3.68 3.44 0.93
H 0.47 -2.58 -2.03
H -3.52 2.56 2.33
```

These are the natural (NBO) partial charges, in e, on atoms 1 to 6: 0.230 0.238 0.240 0.252 -0.741 -0.395

***

Top of the stability list: (one), leading by 75.0 kcal/mol.